Record 1
This record from the Open Molecules 2025 dataset describes a molecular structure, C47H73AuN4O2SbSi3Te. The level of theory is the ωB97M-V functional and the def2-TZVPD basis.

As for the multiplicity: 2. The calculation puts the LUMO energy (alpha / beta) at 0.004 / -0.032 Eh. The calculation puts the energy above the lowest of the compared OMol25 structures with the same formula, charge and spin at 81.6 kJ/mol. The total energy is -3716.74036 a.u. Its highest occupied orbital energy (alpha / beta) is -0.2582 / -0.2525 Eh. The calculation puts the orbital gap (alpha / beta) at 7.14 / 5.99 eV.

Each line ends with the Mulliken spin population.
Atoms and positions in Å:
Au 1.160 -0.948 -1.437  0.142
C -3.935 0.917 0.960  0.003
Si -3.365 2.154 -0.338  -0.001
C -4.875 2.879 -1.196  0.004
C -2.480 3.574 0.513  -0.003
Sb -1.681 0.906 -1.830  0.017
Si -3.181 0.008 -3.701  0.006
C -3.666 -1.728 -3.154  0.002
C -4.763 0.950 -4.103  0.002
C -2.219 -0.136 -5.314  0.000
Si -0.583 2.898 -2.994  0.000
C -1.824 4.169 -3.620  0.001
C 0.455 2.246 -4.418  -0.001
C 0.583 3.681 -1.752  0.000
H -4.420 1.431 1.797  0.000
H -3.088 0.348 1.354  -0.002
H -4.654 0.208 0.537  0.000
H -5.408 3.489 -0.455  0.000
H -5.568 2.119 -1.559  0.000
H -4.608 3.531 -2.031  0.000
H -3.153 4.024 1.252  0.000
H -2.195 4.361 -0.192  0.000
H -1.585 3.244 1.048  0.005
H -4.137 -1.718 -2.166  0.000
H -2.772 -2.361 -3.095  -0.002
H -4.364 -2.183 -3.865  0.000
H -5.545 0.754 -3.365  0.000
H -5.132 0.607 -5.077  0.000
H -4.617 2.031 -4.158  0.000
H -1.253 -0.637 -5.198  0.000
H -2.041 0.844 -5.764  0.000
H -2.821 -0.719 -6.022  0.000
H -2.563 3.717 -4.289  0.000
H -1.305 4.958 -4.177  0.000
H -2.363 4.643 -2.794  0.000
H -0.146 1.789 -5.206  0.000
H 1.173 1.502 -4.054  0.000
H 1.024 3.070 -4.863  0.000
H 0.054 4.063 -0.876  -0.001
H 1.117 4.519 -2.214  0.000
H 1.322 2.950 -1.407  -0.001
C 5.589 -1.701 -0.083  -0.002
C 5.134 -3.163 -0.017  -0.001
C 3.679 -3.266 -0.095  0.010
N 2.532 -3.288 -0.170  -0.001
H 6.675 -1.649 -0.001  0.000
H 5.152 -1.126 0.737  0.001
H 5.272 -1.234 -1.015  -0.002
H 5.455 -3.631 0.914  0.000
H 5.556 -3.750 -0.833  0.000
C -4.542 -6.093 -2.738  0.000
C -3.788 -5.341 -1.651  0.000
N -2.712 -6.118 -1.048  0.000
C -3.075 -7.245 -0.184  0.000
C -2.788 -8.596 -0.822  0.000
C -1.396 -5.793 -1.117  0.000
O -0.531 -6.377 -0.479  0.000
C -0.988 -4.686 -2.051  -0.002
C -1.062 -4.822 -3.429  -0.001
C -0.539 -3.823 -4.233  0.001
C 0.026 -2.714 -3.634  -0.007
N 0.083 -2.573 -2.305  -0.054
C -0.393 -3.548 -1.528  -0.006
H -5.325 -5.460 -3.160  0.000
H -5.017 -6.994 -2.345  0.000
H -3.869 -6.391 -3.545  0.000
H -4.480 -5.045 -0.856  0.000
H -3.372 -4.417 -2.052  0.000
H -4.136 -7.143 0.048  0.000
H -2.520 -7.152 0.748  0.000
H -3.333 -8.715 -1.760  0.000
H -3.088 -9.403 -0.149  0.000
H -1.722 -8.699 -1.021  0.000
H -1.506 -5.708 -3.867  0.000
H -0.559 -3.897 -5.312  0.000
H 0.448 -1.906 -4.219  0.000
H -0.269 -3.420 -0.461  0.000
C -1.766 5.614 6.046  0.000
C -1.183 4.694 5.006  0.000
C -1.423 3.327 5.038  0.001
C -0.881 2.463 4.090  -0.007
C -1.236 1.003 4.181  -0.002
C -0.045 2.978 3.078  0.038
Te 0.777 1.698 1.558  0.017
N 2.238 0.503 -0.473  0.562
C 3.334 0.632 -1.170  0.035
O 3.440 -0.138 -2.196  0.253
C 4.449 1.557 -0.829  -0.046
C 4.534 2.166 0.419  0.038
C 5.597 3.006 0.714  0.000
C 6.583 3.240 -0.236  -0.002
C 6.506 2.627 -1.480  0.003
C 5.444 1.785 -1.775  0.020
C 1.956 0.533 2.889  -0.003
C 2.904 1.144 3.718  0.002
C 3.154 2.630 3.766  0.002
C 3.663 0.346 4.579  0.002
C 3.512 -1.028 4.635  -0.001
C 4.348 -1.871 5.558  0.000
C 2.557 -1.615 3.809  0.002
C 1.770 -0.865 2.945  0.003
C 0.737 -1.582 2.125  -0.035
C 0.192 4.358 3.027  -0.012
C 1.068 5.030 1.996  0.004
C -0.383 5.188 3.988  0.002
H -2.516 5.102 6.650  0.000
H -2.236 6.486 5.586  0.000
H -0.989 5.980 6.720  0.000
H -2.062 2.918 5.816  0.000
H -1.972 0.833 4.968  0.000
H -0.361 0.387 4.394  0.001
H -1.652 0.647 3.235  0.001
H 3.773 1.967 1.151  -0.025
H 5.657 3.475 1.689  0.000
H 7.415 3.896 -0.006  0.000
H 7.275 2.806 -2.222  0.000
H 5.366 1.297 -2.739  0.010
H 2.783 3.146 2.884  0.002
H 4.224 2.827 3.860  0.000
H 2.653 3.076 4.630  0.000
H 4.400 0.826 5.217  0.000
H 5.032 -1.257 6.143  0.000
H 4.941 -2.597 4.997  0.000
H 3.721 -2.434 6.254  0.000
H 2.411 -2.691 3.845  0.000
H 0.689 -2.634 2.412  0.000
H 0.980 -1.540 1.068  0.033
H -0.250 -1.132 2.251  -0.001
H 1.370 4.368 1.188  -0.002
H 1.977 5.413 2.468  0.000
H 0.547 5.884 1.557  0.000
H -0.191 6.257 3.934  0.000

***

Record 2
This record from the Open Molecules 2025 dataset describes a single C3H6N4O molecule. The level of theory is the ωB97M-V functional and the def2-TZVPD basis.

The calculation puts the LUMO energy at 0.007 Eh. The calculation puts the energy above the lowest of the compared OMol25 structures with the same formula, charge and spin at 306.2 kJ/mol. The total energy is -412.09230 a.u. Its highest occupied orbital energy is -0.2913 Eh. The calculation puts the orbital gap at 8.11 eV.

Each line ends with the natural charge from an NBO analysis.
Atoms and positions in Å:
C 2.092 -0.349 0.302  -0.439
N 0.687 -0.625 0.462  -0.515
C -1.592 -0.230 0.160  0.171
C -0.203 0.134 -0.068  0.369
N 0.007 1.229 -0.880  -0.820
O -2.651 0.529 -0.274  -0.682
N -1.055 -2.131 1.365  0.098
N -1.711 -1.296 0.907  -0.032
H -3.134 0.055 -0.964  0.485
H 0.901 1.686 -0.802  0.391
H -0.782 1.843 -1.006  0.402
H 2.376 0.632 0.711  0.176
H 2.663 -1.105 0.838  0.212
H 2.400 -0.371 -0.751  0.184

***

Record 3
This record from the Open Molecules 2025 dataset describes a single C2H3N3O2S molecule. The level of theory is the ωB97M-V functional and the def2-TZVPD basis.

The calculation puts the LUMO energy at 0.013 Eh. The calculation puts the energy above the lowest of the compared OMol25 structures with the same formula, charge and spin at 301.1 kJ/mol. The total energy is -790.82318 a.u. The SMILES is O=c1[nH]c(S)nn1O. Its highest occupied orbital energy is -0.3230 Eh. The calculation puts the orbital gap at 9.13 eV.

Each line ends with the natural charge from an NBO analysis.
Atoms and positions in Å:
O -1.658 -0.371 1.936  -0.629
C -0.749 -0.139 1.008  0.691
N 0.693 0.008 1.009  -0.607
C 1.077 -0.018 -0.315  0.112
S 2.676 0.010 -0.879  0.057
N 0.092 -0.212 -1.210  -0.219
N -0.915 -0.333 -0.401  0.010
O -2.119 0.109 -0.926  -0.531
H 1.385 0.227 1.817  0.462
H 2.535 1.301 -1.329  0.155
H -3.018 -0.582 -0.711  0.499

***

Record 4
This record from the Open Molecules 2025 dataset describes a molecular structure, C6H9NO. The level of theory is the ωB97M-V functional and the def2-TZVPD basis.

The calculation puts the LUMO energy at 0.023 Eh. The calculation puts the energy above the lowest of the compared OMol25 structures with the same formula, charge and spin at 589.1 kJ/mol. The total energy is -363.79986 a.u. Its highest occupied orbital energy is -0.3482 Eh. The calculation puts the orbital gap at 10.10 eV.

Each line ends with the natural charge from an NBO analysis.
Atoms and positions in Å:
C -0.737 -0.221 -0.082  0.188
C -0.673 0.724 1.068  -0.428
C 0.304 1.440 0.153  -0.201
C -0.591 0.890 -0.958  -0.387
C 1.459 0.339 -0.275  -0.069
C 0.605 -0.872 -0.456  -0.150
H -0.997 -2.050 0.273  0.464
H -1.660 1.096 1.286  0.239
H -0.171 0.505 2.004  0.192
H 0.593 2.368 0.366  0.214
H -0.302 0.593 -1.980  0.211
H -1.688 1.355 -1.146  0.195
H 2.259 0.415 -0.943  0.220
H 1.512 -0.942 1.444  0.351
H 0.691 -1.666 -1.107  0.217
N 1.695 -0.920 0.435  -0.589
O -1.788 -1.129 0.008  -0.667

***

- Look up the energy above the lowest of the compared OMol25 structures with the same formula, charge and spin of the first one.
  81.6 kJ/mol